1.
The following is a DFT calculation (wB97M-V/def2-TZVPD) of C34H36B3I2O20 as an isolated structure.

Net charge   -1
LUMO level   -0.01512 Ha
Frontier orbital gap   0.14943 Eh
E_HOMO   -4.48 eV

The geometry in XYZ format:
```
95
Properties=species:S:1:pos:R:3:lowdin_charge:R:1
C -1.46 5.77 -2.39 -0.11
C -0.94 6.64 -1.23 -0.17
B -1.83 6.46 0.10 -0.40
O -2.67 7.54 0.41 0.10
B -1.76 5.06 1.07 -0.58
C -0.67 3.94 0.51 -0.13
C -0.41 2.81 1.50 -0.17
O 0.89 2.97 2.14 -0.03
C 1.26 1.94 2.92 -0.53
C 0.40 1.63 4.11 0.02
O 2.25 1.30 2.64 0.10
B -3.31 4.35 0.85 -0.52
C -4.72 5.11 0.98 -0.07
O -3.43 3.01 0.45 0.08
C -1.47 5.42 2.64 -0.60
I -2.99 5.00 4.10 0.83
C -0.32 5.94 3.06 -0.80
C 0.83 6.29 2.16 -0.16
I 0.14 6.39 5.11 0.69
H -0.65 5.55 -3.09 0.06
H -2.22 6.30 -2.97 0.07
H -1.87 4.82 -2.06 0.06
H 0.11 6.44 -1.03 0.09
H -0.99 7.69 -1.55 0.08
H -2.25 8.37 0.16 0.08
H 0.30 4.38 0.24 0.09
H -1.04 3.47 -0.41 0.08
H -0.40 1.84 0.99 0.11
H -1.21 2.78 2.25 0.10
H 0.41 2.47 4.81 0.09
H -0.63 1.49 3.81 0.08
H 0.76 0.72 4.58 0.08
H -5.22 5.17 0.00 0.06
H -4.63 6.10 1.42 0.04
H -5.37 4.52 1.63 0.05
H -4.28 2.88 0.02 0.08
H 1.57 6.87 2.70 0.03
H 0.51 6.88 1.31 0.07
H 1.33 5.39 1.80 0.07
C 4.88 -1.21 -2.61 0.07
C 4.96 -1.73 -1.38 -0.23
C 4.23 -1.14 -0.20 -0.30
O 4.36 -1.71 0.86 0.12
C 3.43 0.05 -0.42 0.10
C 3.35 0.58 -1.64 -0.23
C 4.06 -0.02 -2.83 -0.31
O 3.91 0.51 -3.91 0.10
O 2.64 1.67 -1.91 0.10
O 5.69 -2.81 -1.10 0.09
H 5.39 -1.63 -3.47 0.13
H 2.92 0.49 0.43 0.12
H 2.75 1.84 -2.87 0.12
H 5.57 -2.96 -0.13 0.09
C -1.31 -1.34 -2.11 0.09
C -1.89 -1.70 -3.26 -0.22
C -1.83 -0.85 -4.50 -0.32
O -2.39 -1.29 -5.49 0.09
C -1.14 0.42 -4.43 0.07
C -0.55 0.80 -3.28 -0.22
C -0.59 -0.07 -2.04 -0.28
O -0.03 0.33 -1.05 0.13
O 0.09 1.94 -3.15 0.11
O -2.58 -2.84 -3.40 0.08
H -1.35 -1.95 -1.22 0.11
H -1.11 1.03 -5.32 0.13
H 0.42 1.99 -2.22 0.11
H -2.90 -2.84 -4.33 0.12
C -3.14 -4.53 1.90 0.08
C -4.13 -5.27 2.41 -0.24
C -5.38 -5.58 1.62 -0.32
O -6.22 -6.28 2.17 0.10
C -5.51 -5.04 0.29 0.07
C -4.52 -4.29 -0.23 -0.22
C -3.26 -4.00 0.55 -0.29
O -2.41 -3.32 0.02 0.10
O -4.57 -3.79 -1.45 0.12
O -4.11 -5.80 3.63 0.11
H -2.24 -4.30 2.45 0.14
H -6.42 -5.26 -0.26 0.13
H -3.73 -3.32 -1.63 0.09
H -4.95 -6.28 3.73 0.12
C 4.83 -7.71 -0.91 0.07
C 5.47 -6.57 -0.59 -0.23
C 5.37 -5.95 0.78 -0.30
O 6.00 -4.93 0.99 0.10
C 4.54 -6.60 1.78 0.08
C 3.90 -7.74 1.46 -0.23
C 4.02 -8.37 0.10 -0.32
O 3.42 -9.41 -0.09 0.10
O 3.12 -8.40 2.30 0.12
O 6.23 -5.90 -1.45 0.12
H 4.90 -8.16 -1.89 0.13
H 4.46 -6.14 2.75 0.14
H 2.79 -9.18 1.81 0.12
H 6.56 -5.11 -0.97 0.11
```


2.
The following is a DFT calculation (wB97M-V/def2-TZVPD) of C34H36BiBrN8O4Si as an isolated structure.

LUMO level   -0.00097 Ha
Frontier orbital gap   0.23884 Eh
E_HOMO   -6.53 eV
Energy above the lowest of the compared OMol25 structures with the same formula, charge and spin   106.5 kJ/mol

The geometry in XYZ format:
```
85
Properties=species:S:1:pos:R:3:lowdin_charge:R:1
Bi 0.84 0.64 0.24 2.04
Br 1.52 0.30 -6.37 0.68
C 0.52 0.75 -4.82 -0.70
C 0.14 2.09 -4.62 -0.14
C -0.53 2.44 -3.47 -0.04
C -0.80 1.50 -2.44 -0.46
O -1.18 1.88 -1.26 -0.19
C -0.56 0.12 -2.77 -0.19
C -1.10 -0.91 -1.89 -0.17
N -0.66 -2.11 -1.92 0.10
C -1.06 -3.16 -1.09 -0.21
C -0.75 -4.43 -1.55 -0.02
C -1.03 -5.59 -0.83 -0.08
C -1.64 -5.52 0.39 -0.05
C -2.00 -4.26 0.91 -0.16
C -2.70 -4.14 2.14 -0.02
C -3.10 -2.91 2.57 -0.07
C -2.73 -1.78 1.81 -0.15
N -2.04 -1.85 0.70 0.12
C -1.70 -3.07 0.20 -0.14
C 0.16 -0.22 -3.93 -0.09
H 0.39 2.83 -5.36 0.10
H -0.82 3.47 -3.31 0.11
H -1.91 -0.58 -1.25 0.10
H -0.29 -4.50 -2.53 0.11
H -0.76 -6.56 -1.24 0.11
H -1.87 -6.42 0.96 0.11
H -2.92 -5.03 2.71 0.12
H -3.67 -2.79 3.48 0.10
H -3.02 -0.78 2.13 0.10
H 0.38 -1.26 -4.11 0.10
C -0.34 6.33 0.70 -0.01
N 0.41 5.20 0.17 -0.04
C 1.12 5.34 -1.00 -0.03
C 1.81 4.33 -1.54 0.03
C 1.72 3.05 -0.90 -0.55
O 2.20 1.99 -1.34 -0.07
N 1.04 2.96 0.29 0.03
C 0.31 3.97 0.80 -0.48
O -0.40 3.86 1.80 0.00
H 0.23 7.25 0.54 0.09
H -0.49 6.18 1.76 0.09
H -1.31 6.42 0.22 0.10
H 1.08 6.32 -1.45 0.13
H 2.35 4.42 -2.48 0.12
C -1.87 0.08 5.54 -0.01
N -1.04 -0.17 4.38 -0.09
C -0.22 -1.35 4.27 -0.03
C 0.49 -1.11 2.94 -0.48
O 1.21 -1.90 2.38 0.08
N 0.10 0.14 2.47 -0.01
C -0.81 0.63 3.33 -0.41
N -1.45 1.78 3.13 0.23
H -1.30 -0.08 6.45 0.10
H -2.74 -0.58 5.54 0.09
H -2.23 1.11 5.54 0.08
H -0.81 -2.27 4.23 0.13
H 0.51 -1.43 5.08 0.14
H -1.03 2.51 2.53 0.06
H -2.13 2.08 3.80 0.11
C 2.61 2.21 3.20 -0.17
Si 3.77 1.29 2.02 0.39
C 4.81 2.63 1.21 -0.17
C 4.89 0.16 3.00 -0.17
N 2.85 0.31 0.91 -0.30
C 3.45 -0.61 0.03 -0.39
C 4.76 -0.44 -0.45 -0.05
C 5.31 -1.34 -1.35 -0.08
C 4.57 -2.43 -1.82 -0.10
C 3.28 -2.60 -1.35 -0.08
C 2.73 -1.72 -0.43 -0.09
H 2.69 1.81 4.22 0.03
H 1.57 2.16 2.90 -0.03
H 2.88 3.27 3.24 0.03
H 5.10 3.40 1.94 0.03
H 4.26 3.13 0.40 0.02
H 5.74 2.24 0.77 0.02
H 5.43 0.72 3.78 0.03
H 5.63 -0.32 2.36 0.03
H 4.32 -0.63 3.49 0.03
H 5.34 0.42 -0.14 0.08
H 6.32 -1.18 -1.70 0.10
H 5.01 -3.12 -2.52 0.10
H 2.69 -3.44 -1.70 0.10
H 1.74 -1.93 -0.04 0.05
```